1.
The following is a quantum chemistry calculation of a single C3H7NO2 molecule at a distorted geometry, from the OMol25 dataset.

The geometry in XYZ format:
```
13
Properties=species:S:1:pos:R:3:forces:R:3:mulliken_charge:R:1
C -1.790842 0.598087 -0.052649 -0.819 0.435 1.892 -0.882
C -0.634261 -0.396324 0.001842 -0.878 0.878 -0.846 0.595
O -0.773237 -1.585058 0.090285 -0.188 -0.880 0.254 -0.585
N 0.587302 0.169356 -0.263924 -0.047 -0.183 0.001 0.050
C 1.766498 -0.601809 -0.014329 0.551 0.962 1.458 -0.859
O 0.687282 1.473431 0.244520 0.153 1.169 -2.349 -0.425
H -2.721564 0.034138 -0.237311 0.533 0.165 -0.045 0.325
H -1.655043 1.365952 -0.848200 -0.088 -0.433 0.868 0.265
H -1.941134 1.069099 1.023766 0.477 -0.602 -2.338 0.215
H 2.614163 -0.262624 -0.582952 0.178 0.306 -0.420 0.261
H 2.004410 -0.459912 1.053671 0.201 -0.400 -0.242 0.312
H 1.578087 -1.618064 -0.222759 -0.301 -1.076 -0.183 0.365
H 0.649242 1.979209 -0.626364 0.229 -0.341 1.950 0.362
```
Forces are in eV/Å.

Results
Charge: 0
Spin multiplicity: 1
DFT total energy in Eh: -323.685000
HOMO-LUMO gap in Ha: 0.3769
SMILES: CC(=O)N(C)O

2.
The following is a quantum chemistry calculation of a single C3H7NO2 molecule at a distorted geometry, from the OMol25 dataset.

The geometry in XYZ format:
```
13
Properties=species:S:1:pos:R:3:forces:R:3:mulliken_charge:R:1
H -3.453356 0.318307 -0.745109 0.084 -0.071 -0.166 0.194
N -2.542407 0.106602 -0.352236 -0.488 0.345 0.458 -0.617
C -1.748772 -0.492846 -1.112561 3.337 -0.475 2.338 0.640
O -1.885044 -0.905376 -2.379977 0.026 -0.159 -0.313 -0.421
O -0.444868 -0.869616 -0.698035 0.018 -0.110 -0.506 -0.520
C 0.715961 -0.821312 0.571990 -2.936 0.499 -2.033 -0.029
C 1.600754 0.344520 0.290339 -0.169 0.022 -0.095 -0.958
H -2.779596 -0.711440 -2.692327 0.160 0.039 0.195 0.301
H 1.148639 -1.794535 0.378908 -0.105 -0.003 0.021 0.201
H 0.131994 -0.767510 1.482959 0.015 -0.041 0.029 0.283
H 1.977039 0.296925 -0.730745 0.015 -0.013 0.055 0.287
H 1.064959 1.282376 0.433199 0.059 -0.045 0.017 0.275
H 2.449461 0.308665 0.979717 -0.014 0.013 0.002 0.363
```
Forces are in eV/Å.

Results
Charge: 0
Spin multiplicity: 1
DFT total energy in Eh: -323.682142
HOMO-LUMO gap in Ha: 0.3770
SMILES: [H]/N=C(\O)OCC

3.
The following is a quantum chemistry calculation of 2 unconnected molecules or ions with the total composition C3H7NO2 at a distorted geometry, from the OMol25 dataset.

The geometry in XYZ format:
```
13
Properties=species:S:1:pos:R:3:forces:R:3:mulliken_charge:R:1
O -1.612515 -0.878330 0.086222 0.840 -0.007 -0.176 -0.676
C -1.600338 -1.156048 1.334568 0.079 0.006 0.429 0.099
O -0.628280 -1.042339 2.075851 0.154 0.017 0.031 -0.612
H -2.548385 -1.519281 1.769066 -0.113 0.018 -0.178 0.369
C 1.425628 0.768771 0.232163 0.936 -0.331 -0.426 -0.742
C 0.032046 0.412157 -1.714963 1.880 0.978 -0.412 -0.197
N 0.650147 -0.048454 -0.701370 -2.357 0.654 0.669 -0.159
H 2.482197 0.669630 -0.024291 -0.019 0.205 -0.034 0.297
H 1.304414 0.327671 1.217998 -0.293 0.092 0.031 0.317
H 1.117449 1.812200 0.214375 0.022 -0.027 -0.026 0.291
H 0.329583 1.396995 -2.089103 -0.207 -0.162 -0.205 0.277
H -0.722664 -0.156089 -2.237387 -0.157 -0.207 0.279 0.265
H -0.229283 -0.586882 -0.163128 -0.765 -1.234 0.018 0.471
```
Forces are in eV/Å.

Results
Charge: 0
Spin multiplicity: 1
DFT total energy in Eh: -323.684193
HOMO-LUMO gap in Ha: 0.3107

4.
The following is a quantum chemistry calculation of a single C3H7NO2 molecule, from the OMol25 dataset.

The geometry in XYZ format:
```
13
Properties=species:S:1:pos:R:3:forces:R:3:mulliken_charge:R:1
N -1.695952 -0.887253 -0.706374 0.023 -0.116 0.026 -0.419
C -0.520442 -0.220875 -0.886148 0.044 -0.010 -0.136 0.374
O 0.224138 -0.456482 -1.825268 -0.211 0.061 0.336 -0.604
C -0.189539 0.838803 0.152885 0.004 0.031 0.022 -0.232
C 1.216603 0.586523 0.695403 -0.021 0.385 -0.079 -0.527
O 1.348545 -0.721321 1.214763 0.055 -0.219 -0.189 -0.538
H -2.168773 -0.863725 0.184048 0.096 0.058 -0.193 0.213
H -1.873217 -1.675162 -1.313839 0.022 0.140 0.085 0.239
H -0.922440 0.848003 0.967576 0.107 -0.018 -0.135 0.270
H -0.207569 1.814899 -0.346939 -0.071 -0.132 0.074 0.259
H 1.937647 0.774803 -0.110126 -0.043 -0.081 0.162 0.274
H 1.428153 1.275662 1.519450 -0.034 -0.097 -0.152 0.365
H 1.422843 -1.313881 0.454563 0.030 -0.001 0.179 0.328
```
Forces are in eV/Å.

Results
Charge: 0
Spin multiplicity: 1
DFT total energy in Eh: -323.762194
HOMO-LUMO gap in Ha: 0.4010
SMILES: NC(=O)CCO

5.
The following is a quantum chemistry calculation of a single C3H7NO2 molecule, from the OMol25 dataset.

The geometry in XYZ format:
```
13
Properties=species:S:1:pos:R:3:forces:R:3:mulliken_charge:R:1
N -1.211682 -1.054024 -0.622366 -0.101 0.018 -0.101 -0.323
C -0.896018 0.212023 -1.004517 -0.066 0.053 -0.061 0.430
O -1.256939 0.698868 -2.063597 0.139 -0.169 0.341 -0.635
C -0.089479 1.005737 0.020367 0.015 0.071 0.000 -0.490
C 1.123212 0.304034 0.623745 0.105 0.253 -0.162 -0.359
O 0.731871 -0.864791 1.344497 0.163 -0.185 0.030 -0.565
H -0.889356 -1.408289 0.267008 -0.082 0.069 -0.185 0.245
H -1.818896 -1.596702 -1.216675 0.111 0.077 0.060 0.206
H -0.767808 1.301216 0.830801 0.054 -0.059 -0.105 0.289
H 0.241637 1.918750 -0.481981 -0.057 -0.111 0.088 0.283
H 1.840015 0.048957 -0.167232 -0.131 -0.013 0.087 0.343
H 1.623813 0.995654 1.314594 -0.067 -0.097 -0.134 0.255
H 1.369629 -1.561432 1.155360 -0.081 0.093 0.142 0.321
```
Forces are in eV/Å.

Results
Charge: 0
Spin multiplicity: 1
DFT total energy in Eh: -323.760482
HOMO-LUMO gap in Ha: 0.3780
SMILES: NC(=O)CCO

6.
The following is a quantum chemistry calculation of 2 unconnected molecules or ions with the total composition C3H7NO2 at a distorted geometry, from the OMol25 dataset.

The geometry in XYZ format:
```
13
Properties=species:S:1:pos:R:3:forces:R:3:mulliken_charge:R:1
C 0.552322 1.022641 -3.738125 1.098 0.258 3.681 -0.748
C 0.976224 1.361601 -2.465736 -1.538 1.403 -3.653 0.209
O 1.627083 0.562736 -1.631768 1.744 -1.770 0.382 -0.494
H 0.064324 1.854044 -4.223388 -0.144 -0.620 -0.737 0.237
H 0.673609 -0.046644 -3.986366 -0.327 0.904 -0.673 0.230
H 0.784760 2.443634 -2.149527 0.512 -1.812 0.171 0.252
H 2.124720 -0.176022 -2.116881 -1.348 1.627 0.846 0.316
N -0.025418 -1.225236 2.703188 -3.019 -1.361 3.559 -0.370
C -1.199891 -0.551480 2.485053 0.691 -1.704 -0.674 0.139
O -2.281930 -1.006188 2.723540 -0.730 0.339 0.562 -0.512
H 0.119821 -2.172828 3.026001 -1.644 -0.066 0.663 0.232
H 0.692206 -1.150653 2.151274 4.780 2.140 -4.090 0.210
H -1.014661 0.376164 1.955236 -0.075 0.662 -0.037 0.300
```
Forces are in eV/Å.

Results
Charge: 0
Spin multiplicity: 1
DFT total energy in Eh: -323.679640
HOMO-LUMO gap in Ha: 0.3531
SMILES: C=CO.NC=O

7.
The following is a quantum chemistry calculation of a single C3H7NO2 molecule at a distorted geometry, from the OMol25 dataset.

The geometry in XYZ format:
```
13
Properties=species:S:1:pos:R:3:forces:R:3:mulliken_charge:R:1
O 1.493915 1.760790 -1.798706 1.720 -3.238 2.068 -0.560
C 1.457730 0.701012 -1.132818 -4.813 1.507 -0.495 0.236
N 0.093757 0.116155 -1.045741 2.296 1.502 0.835 -0.316
C -0.247209 -0.890106 0.054408 -2.588 0.757 -2.687 -0.419
C -0.864004 -0.228137 1.308085 1.565 0.217 2.474 -0.427
O -1.508581 -1.186378 2.167407 -2.431 -0.915 -2.223 -0.506
H 2.136026 0.100794 -0.416184 -0.064 1.181 -1.548 0.253
H -0.605107 0.899523 -1.345988 1.474 -2.297 0.951 0.277
H -0.971612 -1.602489 -0.563696 1.018 1.215 1.966 0.290
H 0.565376 -1.520466 0.387235 0.559 0.165 -0.394 0.328
H -0.032094 0.086841 2.052889 -0.722 -0.334 -1.618 0.209
H -1.412308 0.739985 1.230983 -0.164 -0.953 -0.770 0.325
H -2.298350 -1.609190 1.647290 2.151 1.194 1.442 0.312
```
Forces are in eV/Å.

Results
Charge: 0
Spin multiplicity: 1
DFT total energy in Eh: -323.679838
HOMO-LUMO gap in Ha: 0.3826
SMILES: O=CNCCO

8.
The following is a quantum chemistry calculation of a single C3H7NO2 molecule, from the OMol25 dataset.

The geometry in XYZ format:
```
13
Properties=species:S:1:pos:R:3:forces:R:3:mulliken_charge:R:1
C -1.650841 0.270915 -0.032714 -0.054 0.005 -0.035 -1.261
C -0.289286 -0.174241 0.482058 -0.092 0.210 0.100 0.425
O -0.047457 -1.565524 0.305467 -0.068 -0.073 -0.244 -0.583
C 0.838216 0.669266 -0.133800 0.000 0.169 -0.023 0.344
N 2.039432 0.039481 -0.160016 0.021 0.063 -0.044 -0.338
O 0.656523 1.806749 -0.532852 0.081 -0.346 0.168 -0.628
H -1.942543 1.220869 0.419963 0.072 -0.105 -0.077 0.332
H -2.400941 -0.484652 0.218002 0.103 0.107 0.025 0.371
H -1.636609 0.425626 -1.116604 0.018 -0.086 0.122 0.330
H -0.238568 -0.024942 1.567272 0.001 0.026 -0.127 0.203
H -0.274592 -1.785191 -0.608204 0.042 -0.044 0.140 0.334
H 2.110248 -0.921348 0.133997 -0.011 0.135 -0.061 0.232
H 2.836421 0.522989 -0.542564 -0.114 -0.063 0.057 0.238
```
Forces are in eV/Å.

Results
Charge: 0
Spin multiplicity: 1
DFT total energy in Eh: -323.764606
HOMO-LUMO gap in Ha: 0.3827
SMILES: C[C@@H](O)C(N)=O

9.
The following is a quantum chemistry calculation of a single C3H7NO2 molecule at a distorted geometry, from the OMol25 dataset.

The geometry in XYZ format:
```
13
Properties=species:S:1:pos:R:3:forces:R:3:mulliken_charge:R:1
N -1.007771 -1.056868 0.155596 -2.276 -0.385 -0.762 -0.688
C -0.314708 0.060910 -0.406325 2.725 0.330 -0.664 0.371
C -1.070507 1.393073 -0.327401 0.890 -0.567 -0.398 -0.038
O -0.502630 2.448340 -0.189333 -0.616 -0.413 -0.007 -0.451
C 1.038578 0.167411 0.407042 -0.030 0.196 -0.933 -0.565
O 1.808293 -1.057215 0.237070 -0.289 -1.058 2.525 -0.535
H -2.008879 -1.153742 -0.210547 2.032 0.030 0.518 0.241
H -0.454422 -1.858667 -0.129059 -0.452 -0.292 0.238 0.269
H 0.103411 -0.116396 -1.497064 -1.251 0.504 1.502 0.170
H -2.167378 1.295707 -0.464483 -0.021 0.271 0.156 0.266
H 0.780329 0.545189 1.427716 0.651 -0.811 -0.569 0.341
H 1.723317 0.823185 -0.118703 -0.482 1.010 0.282 0.303
H 2.072366 -1.490929 1.115489 -0.879 1.185 -1.888 0.314
```
Forces are in eV/Å.

Results
Charge: 0
Spin multiplicity: 1
DFT total energy in Eh: -323.694403
HOMO-LUMO gap in Ha: 0.3813
SMILES: N[C@@H](C=O)CO

10.
The following is a quantum chemistry calculation of a molecular structure, C3H7NO2 at a distorted geometry, from the OMol25 dataset.

The geometry in XYZ format:
```
13
Properties=species:S:1:pos:R:3:forces:R:3:mulliken_charge:R:1
C 1.550890 -0.979522 0.109199 1.179 -0.869 0.327 -0.615
C -0.750076 -0.403355 -0.187411 -1.438 0.893 0.144 0.479
C -1.875347 0.676307 0.036312 0.898 0.656 1.137 -0.870
H 2.810330 -0.181978 0.247384 -3.961 -3.044 -0.554 0.248
H 1.153879 -1.504880 1.327142 1.546 1.610 -3.962 0.213
H 1.460293 -1.906268 -0.856577 0.939 2.805 3.515 0.261
H 1.620512 1.723359 -0.706089 -3.262 -1.876 2.644 0.373
H -2.750248 0.052037 0.378365 0.623 0.974 -1.016 0.290
H -2.012968 1.443338 -0.819387 0.004 -1.630 1.331 0.275
H -1.591799 1.309494 0.973104 -0.267 -0.995 -1.649 0.243
N 0.571869 0.035216 -0.357872 0.153 -2.125 0.368 0.145
O 0.859987 1.329135 0.007239 2.661 2.340 -2.151 -0.476
O -1.047325 -1.592881 -0.151406 0.925 1.263 -0.134 -0.567
```
Forces are in eV/Å.

Results
Charge: 0
Spin multiplicity: 1
DFT total energy in Eh: -323.545972
HOMO-LUMO gap in Ha: 0.3584

no.,highest occupied orbital energy (eV)
1,-9.6
2,-9.5
3,-9.1
4,-10.1
5,-9.6
6,-9.1
7,-9.7
8,-9.6
9,-9.6
10,-9.4